# 1
This record from the Open Molecules 2025 dataset describes C18H11Cl6NOPd as an isolated structure. The level of theory is ωB97M-V/def2-TZVPD.

```
38
Properties=species:S:1:pos:R:3:forces:R:3:lowdin_charge:R:1
H 0.85926 -3.39613 3.65875 0.0 0.0 0.0 0.112
C 0.19773 2.96987 -1.01940 0.0 0.0 0.0 -0.109
C -2.06825 -2.37893 -4.29062 0.0 0.0 0.0 -0.726
N 0.39631 -0.68148 0.96325 -0.1 -0.2 0.3 -0.039
C -0.52112 -2.36778 2.37510 -0.1 0.0 0.0 -0.042
C 0.72954 -2.63357 2.90133 0.1 0.0 0.0 -0.057
H -1.39582 -2.91168 2.70376 0.0 0.0 0.0 0.111
Cl 0.73463 -0.15610 -2.48473 0.1 -0.1 -0.2 0.728
C 2.25096 2.99600 0.46972 0.2 0.0 0.0 -0.037
H 2.42049 -0.34155 1.09617 0.0 0.0 0.0 0.111
Cl 2.66640 1.80918 4.24574 0.1 0.0 0.0 0.682
C -0.87004 -1.74582 -3.98450 0.0 0.0 0.0 -0.711
C -3.05848 -1.38173 -2.32268 -0.1 -0.1 0.0 -0.614
Cl -4.65619 -2.97330 -3.79795 0.0 0.0 0.0 0.674
H -0.79028 3.40386 -1.11826 -0.1 -0.1 0.1 0.077
H -0.03392 1.94360 3.43548 0.0 0.0 0.0 0.114
H 2.81290 -2.08049 2.82118 0.0 0.0 0.0 0.110
C 1.94531 2.26590 2.73836 0.0 0.1 -0.1 -0.684
C -0.65277 -1.38591 1.40740 0.1 0.0 -0.1 -0.095
C 1.81609 -1.90817 2.44059 0.0 0.0 0.0 -0.051
C -3.16346 -2.18864 -3.44113 0.0 0.0 0.0 -0.704
O -1.78536 0.03927 -0.94489 0.1 0.1 -0.1 -0.213
H 3.86099 2.69681 1.83334 0.0 0.0 0.0 0.108
Cl -2.19795 -3.38100 -5.69029 0.0 0.0 0.0 0.652
Pd 0.12970 1.06357 -0.27460 -0.3 -0.1 0.0 0.775
H -1.05830 2.74084 1.30170 0.0 0.0 0.0 0.123
Cl -4.39545 -1.15328 -1.25471 0.0 0.0 0.0 0.696
C 0.00952 2.56620 1.35282 0.1 0.1 0.0 -0.122
H 0.82559 3.10347 -1.89338 0.0 0.0 0.0 0.067
C -0.77551 -0.93898 -2.85927 0.0 0.0 -0.1 -0.568
C 2.79101 2.66805 1.67781 0.0 0.0 0.0 -0.108
C 0.84216 2.96811 0.26593 -0.1 0.1 0.0 -0.407
H -1.60063 -1.14382 0.94418 0.0 0.0 0.0 0.104
C 1.60300 -0.94118 1.47727 0.0 0.0 -0.1 -0.129
C -1.85741 -0.70475 -1.98001 0.0 0.1 0.1 -0.512
Cl 0.50488 -1.96397 -5.00380 0.0 0.0 0.0 0.673
C 0.59105 2.22943 2.60042 -0.1 0.0 0.0 -0.110
H 2.89343 3.29412 -0.35008 0.0 0.0 0.0 0.122
```
Forces are in eV/Å.

Results
Kohn-Sham gap: 0.2549 Ha
DFT total energy: -100996.43682 eV
F_max: 0.007 Eh/bohr
Energy above the lowest of the compared OMol25 structures with the same formula, charge and spin: 13.2 kcal/mol
HOMO: -0.2754 Eh

=====

# 2
This record from the Open Molecules 2025 dataset describes an isolated ion of composition C24H28F3 and charge +1 at a distorted geometry. The level of theory is ωB97M-V/def2-TZVPD.

```
55
Properties=species:S:1:pos:R:3:forces:R:3:lowdin_charge:R:1
F -6.32958 -0.40250 2.40640 0.7 1.4 0.5 0.107
C -5.91495 0.86972 2.77238 -1.7 -0.4 -0.3 -0.502
H -1.95281 3.06843 1.72030 0.0 -0.4 -0.2 0.122
C -2.25587 0.00532 3.19292 0.6 0.4 -1.4 0.021
C 1.86849 1.05429 -1.65724 0.2 0.5 0.3 -0.108
H 0.34160 1.57574 -4.80864 0.0 -0.2 0.4 0.120
H 2.26568 -1.38314 -0.07096 -0.4 0.3 0.0 0.156
H -4.40655 2.99636 1.90242 0.3 -0.3 0.3 0.134
C 3.18788 -0.10328 2.96196 0.5 -0.3 0.2 -0.071
C 1.67208 -0.11535 -4.59443 -0.1 0.4 -0.2 -0.203
H 2.79916 0.57113 -2.00763 -0.6 0.0 0.4 0.119
H 2.64686 -0.01499 -4.10201 -0.1 0.0 -0.1 0.100
C -4.41498 1.00168 2.75328 -0.3 0.7 -0.8 -0.123
H 0.32494 -1.65993 -5.22407 0.1 0.0 -0.1 0.120
H 1.95470 2.46460 -3.32197 0.0 -0.3 0.5 0.127
H -1.66885 -0.74100 3.73364 -0.3 0.1 -0.5 0.109
H 1.99037 -2.18738 -4.99239 -0.1 0.0 0.0 0.120
C 1.41082 -1.31227 -0.77996 -0.3 -0.6 -0.5 -0.112
C -3.65190 -0.03187 3.23986 0.6 -1.0 0.7 -0.001
F -6.55740 1.72279 1.91314 0.9 -0.7 0.8 0.120
C -3.80321 2.15107 2.25308 0.4 -0.1 0.1 0.018
H 1.82030 0.17458 -5.64157 0.3 -0.2 0.2 0.117
C 1.70075 -2.00474 3.09992 -0.2 -0.2 0.0 -0.062
H -0.36237 -1.61459 2.51646 0.3 -0.2 0.0 0.105
H 2.16789 1.87930 -0.97331 -0.1 -0.4 -0.2 0.148
C -0.07634 0.57948 -0.06353 -3.4 0.9 0.5 0.010
H 1.51365 -3.06551 3.31744 0.2 0.5 -0.1 0.118
H 4.21505 0.31042 3.02588 -0.9 -0.2 0.1 0.122
F -6.41392 1.10919 4.01336 0.4 -0.2 -0.9 0.142
H -4.15227 -0.94125 3.61893 0.4 0.7 0.1 0.145
C -0.25082 0.98204 1.77380 2.7 2.1 1.1 -0.078
C 2.11060 0.70603 2.62449 0.0 0.4 -0.3 -0.039
H -0.51408 1.53477 -0.46864 0.5 -0.9 0.4 0.134
C 0.82644 0.16267 2.43106 0.2 -0.6 -0.3 -0.228
H 3.82475 -2.11896 3.48356 -0.4 0.3 -0.1 0.116
H 2.29187 1.78148 2.47213 -0.2 -0.5 0.0 0.123
C 1.21647 1.77972 -2.87210 -0.7 0.2 -0.4 -0.169
C 2.98742 -1.46818 3.20774 -0.2 0.0 0.0 -0.071
C -1.60883 1.00726 2.37375 -2.0 0.0 0.4 -0.174
C 1.89041 -1.99844 -2.10753 0.2 -0.2 0.1 -0.160
C 0.80176 -2.11822 -3.20240 0.1 -0.1 0.3 -0.194
C 0.66839 0.89143 -4.00717 -0.2 0.2 0.2 -0.189
H 0.39093 2.42054 -2.51820 0.3 -0.2 0.0 0.111
C -2.40689 2.15304 2.10779 -0.4 -0.3 -0.5 -0.006
H 0.57075 -1.91271 -0.37382 0.6 0.3 0.0 0.132
H 2.80192 -1.52499 -2.50808 -0.4 0.0 0.2 0.105
H 0.56832 -3.18965 -3.32284 -0.1 0.5 0.0 0.119
C 1.01090 0.13017 -0.82888 1.7 -0.6 -0.3 -0.123
C 1.19727 -1.55986 -4.57263 0.0 -0.3 0.1 -0.207
H 2.20603 -3.02709 -1.85282 -0.1 0.6 0.2 0.121
H 0.10125 2.08565 1.75962 -0.5 -1.9 -0.4 0.157
C 0.62861 -1.20553 2.68537 0.5 0.4 -0.1 -0.053
H -0.24114 0.37911 -3.65842 0.2 0.1 -0.1 0.107
H -0.11728 -1.63353 -2.84797 0.0 -0.1 -0.1 0.101
H -0.87424 -0.21309 0.01852 0.8 0.6 -0.3 0.149
```
Forces are in eV/Å.

Results
Net charge: +1
Kohn-Sham gap: 0.2526 Ha
DFT total energy: -33486.36341 eV
F_max: 0.070 Eh/bohr
HOMO: -0.4584 Eh

=====

# 3
This record from the Open Molecules 2025 dataset describes C28H37AsN4W as an isolated structure. The level of theory is ωB97M-V/def2-TZVPD.

```
71
Properties=species:S:1:pos:R:3:forces:R:3:lowdin_spin:R:1
C -2.69229 -0.43720 -2.09025 0.0 0.0 0.0 0.010
C 0.18450 -3.83440 0.48975 0.1 0.0 0.0 0.006
C -3.15074 -1.84749 -1.76560 0.0 0.0 0.0 0.003
H 1.59692 -2.42309 0.82337 0.0 0.1 0.0 0.008
C 3.98207 0.41280 0.68404 0.1 0.0 0.0 -0.001
C -0.96530 4.57261 0.91524 0.0 0.0 0.0 0.000
H 0.88617 -4.62401 0.76041 0.0 0.0 0.0 0.000
C 0.12788 2.50645 0.42184 0.0 -0.1 0.2 0.018
H 0.24810 -3.59926 2.86758 0.0 0.0 0.0 0.000
C -1.66091 -1.39734 2.89682 0.0 0.0 0.0 0.009
H -1.31989 5.30021 1.63476 0.0 0.0 0.0 0.000
C 0.60845 -2.60343 2.61127 0.0 0.0 0.0 0.007
C 4.62146 3.06679 1.29866 0.0 0.0 0.0 -0.001
H -2.27596 -1.02617 3.71661 0.0 0.0 0.0 0.001
H 2.50851 3.41672 1.45351 0.0 0.0 0.0 0.000
H -1.59387 5.72162 -0.78262 0.0 0.0 0.0 0.000
C 5.62099 2.13810 1.04143 0.0 0.0 0.0 -0.002
C 0.45456 1.64330 -1.83129 -0.1 -0.1 0.0 0.013
H -0.17251 3.26111 2.42436 0.0 0.0 0.0 0.001
H -2.97054 1.72128 0.43182 0.0 0.0 0.0 0.000
H -3.37390 -2.34609 -2.71172 0.0 0.0 0.0 0.000
C 1.15226 0.62105 -3.89877 0.0 0.0 0.0 0.000
C -1.12245 4.80709 -0.44565 0.0 0.0 0.0 0.007
C -3.20103 -0.22706 1.29905 0.0 0.0 0.1 0.006
N -2.15867 0.30767 -0.89732 -0.1 -0.3 0.1 0.023
H 1.63971 -2.54510 2.95509 0.0 0.0 0.0 0.000
C 1.64252 -0.51216 -3.23205 0.0 0.1 -0.1 0.009
C -2.15764 -2.70155 -0.98170 0.1 0.3 -0.3 0.004
H -2.18749 -2.45434 0.11504 -0.1 0.0 0.1 0.000
H -0.22760 -1.87609 4.39635 0.0 0.0 0.0 0.000
C 0.57999 1.69188 -3.21050 0.0 0.0 -0.1 0.001
C -0.05136 2.71076 -0.95872 0.0 0.1 0.0 0.003
H -1.79181 1.17903 -1.27669 0.1 0.0 0.1 0.006
C 3.00654 1.37580 0.91216 -0.3 -0.4 0.4 -0.015
H -0.79386 4.09290 -2.44011 0.0 0.0 0.0 0.000
W -0.52406 -0.88252 0.04000 -0.1 0.1 0.1 1.775
H -0.30684 -4.63196 -1.43854 0.0 0.0 -0.1 0.000
C -0.33097 3.41108 1.36262 0.0 0.1 0.0 0.009
H 3.74103 -0.62039 0.46209 0.0 0.0 0.0 0.000
N -0.73977 -2.53866 -1.40063 0.0 -0.1 0.3 0.015
H -3.52009 0.12098 -2.52871 0.0 0.0 0.0 0.001
H 1.26175 0.68577 -4.97616 0.0 0.0 0.0 0.000
H 2.13790 -1.29705 -3.79058 0.0 0.0 0.0 0.001
As 1.14070 0.90385 0.78237 0.2 0.4 -0.8 -0.001
H 4.87501 4.08855 1.54907 0.0 0.0 0.0 0.000
C -0.21754 -1.56015 3.35162 0.0 0.0 -0.1 0.000
C 0.11116 -3.71832 -1.01270 0.0 0.0 -0.1 0.008
H -0.77635 -4.10463 0.92607 0.0 0.0 0.0 0.000
N -1.78218 -0.41273 1.75647 0.0 -0.3 -0.1 0.010
H -0.68093 -2.42181 -2.41153 0.0 0.2 0.0 0.005
H -3.62345 -1.20517 1.07242 0.0 0.0 0.0 0.000
H 6.65827 2.44319 1.08516 0.0 0.0 0.0 0.000
H -3.79649 0.19552 2.10940 0.0 0.0 0.0 0.000
C 1.55358 -0.57238 -1.85834 0.3 0.2 0.0 0.009
H 1.09769 -3.57387 -1.45218 0.0 0.0 0.0 0.000
N 0.61681 -2.52016 1.08506 -0.3 0.0 -0.1 0.025
C -0.67061 3.88233 -1.38398 -0.1 0.0 -0.1 0.004
H 2.05748 -1.37526 -1.32977 0.0 -0.1 0.0 0.004
C -3.20494 0.70614 0.10847 0.0 0.0 0.0 0.005
C 0.90771 0.47283 -1.14817 -0.2 -0.4 0.1 0.015
H -4.09312 -1.84374 -1.21402 0.0 0.0 0.0 0.000
H 0.28212 -0.58870 3.35557 0.0 0.0 0.0 -0.001
H -2.10256 -2.34266 2.57108 0.0 0.0 0.0 0.001
H 6.09244 0.09597 0.55127 0.0 0.0 0.0 0.000
H -1.88796 -0.44248 -2.82869 0.0 0.0 0.0 0.001
H -4.19258 0.73039 -0.35281 0.0 0.0 0.0 0.000
C 3.28348 2.69250 1.24775 0.2 0.0 0.0 -0.004
H -1.48627 0.49047 2.12925 0.0 0.0 0.0 0.004
H 0.27912 2.57572 -3.76017 0.0 0.0 0.0 0.000
C 5.30597 0.81530 0.73729 0.0 -0.1 0.0 -0.001
H -2.45831 -3.75032 -1.02219 0.1 -0.1 0.2 -0.001
```
Forces are in eV/Å.

Results
Net charge: +4
2S+1: 3
Kohn-Sham gap (spin up / spin down): 0.2188 / 0.2164 Ha
DFT total energy: -98220.15327 eV
F_max: 0.018 Eh/bohr
Energy above the lowest of the compared OMol25 structures with the same formula, charge and spin: 2.0 kcal/mol
⟨S²⟩: 2.028
HOMO (spin up / spin down): -0.7286 / -0.7293 Eh

=====

# 4
This record from the Open Molecules 2025 dataset describes C28H27Br2N3ORhS as an isolated structure. The level of theory is ωB97M-V/def2-TZVPD.

```
63
Properties=species:S:1:pos:R:3:forces:R:3:lowdin_spin:R:1
C -4.98352 0.86839 -2.03720 0.1 0.1 0.0 0.014
H -6.60087 -1.58323 -0.35051 0.0 0.0 0.0 0.001
Rh -0.57579 0.79220 -0.38155 0.0 0.2 0.1 2.211
C 2.48875 -0.46357 -1.10735 0.1 0.0 0.1 0.043
H 4.51301 1.68177 1.17626 0.0 0.0 0.0 0.000
O 0.09276 -0.93782 -1.98913 -0.1 0.0 0.0 0.342
H -1.82692 -6.41234 -0.36319 0.0 0.0 0.0 0.000
H 4.02063 -0.47282 2.04875 0.0 0.0 0.0 0.000
N 3.71728 -0.21009 -0.67943 -0.1 0.0 -0.1 0.019
H -5.15318 1.60988 -2.80560 0.0 0.0 0.0 0.002
C 4.45174 -1.24561 0.06684 0.1 0.0 0.0 0.001
C -5.80480 -0.92194 -0.66941 0.0 0.0 0.0 0.012
C -6.02659 0.01452 -1.63663 0.0 -0.1 0.0 -0.006
C 0.71944 -1.83992 -1.34171 0.1 0.0 -0.1 0.035
C 1.10661 4.77223 2.10729 -0.1 -0.1 -0.1 0.006
C 0.74219 2.44451 1.87025 0.0 0.0 0.0 0.015
C -3.76109 0.74997 -1.44502 -0.1 0.0 -0.1 -0.001
C -3.08384 -2.17222 1.51831 -0.1 -0.1 0.0 0.005
C -2.18853 -0.33807 0.18658 0.1 -0.1 0.0 0.170
H -0.44425 3.93479 -0.76070 0.0 0.0 0.0 0.001
Br -2.39426 1.95687 -2.04111 0.1 -0.1 0.0 0.099
C -4.30892 -2.03919 0.93194 0.0 0.0 0.0 0.047
N 0.16082 2.61051 0.68849 0.0 -0.1 0.0 0.074
C 0.49969 4.97712 0.87112 0.0 0.0 0.1 0.001
H 0.48734 -6.10416 0.44120 0.0 0.0 0.0 0.000
C -4.53608 -1.05388 -0.05910 0.1 0.1 -0.1 0.004
Br 0.90047 0.65806 2.48711 0.0 0.2 -0.1 0.041
H -5.12988 -2.68857 1.21007 0.0 0.0 0.0 0.002
C -2.02964 -1.32123 1.13928 0.0 0.1 -0.1 0.091
H 5.50000 -0.95145 0.04426 0.0 0.0 0.0 0.000
C 1.23325 3.49237 2.62214 0.0 0.0 0.1 0.002
H -0.72765 6.58628 0.16653 0.0 0.0 0.0 0.000
H -1.06466 -1.46764 1.61243 0.0 0.0 0.0 0.010
H 3.05983 2.26299 0.34640 0.0 0.0 0.0 0.004
H 1.68361 -3.98224 -0.02431 0.0 0.0 0.0 0.000
C -1.93726 -4.47686 -1.27794 0.0 0.0 0.0 0.000
S 1.59747 0.77127 -1.97374 -0.1 0.1 0.0 0.611
H 0.78468 6.39530 -0.71466 0.0 0.0 0.0 0.000
H -2.95149 -4.61383 -1.62854 0.0 0.0 0.0 0.000
H 4.62835 3.01078 0.01949 0.0 0.0 0.0 0.000
C 4.12759 2.06610 0.23216 0.0 0.0 0.0 0.006
H -2.91339 -2.93282 2.26933 0.0 0.0 0.0 0.000
C 0.04180 3.85119 0.20347 0.0 0.0 0.0 0.012
H 4.35291 -2.18374 -0.47763 0.0 0.0 0.0 0.000
C -1.30468 -5.48615 -0.56413 0.0 0.0 0.0 0.001
H 5.43238 0.88891 -1.03088 0.0 0.0 0.0 0.001
C -1.27121 -3.29372 -1.54128 0.0 0.0 0.0 0.003
H 1.48180 5.61656 2.67141 0.0 0.0 0.0 0.000
C 4.36796 1.08182 -0.90305 0.0 0.0 0.0 0.030
C 0.03557 -3.11832 -1.08532 -0.1 0.0 0.0 0.014
H 2.95838 -1.79236 1.52454 0.0 0.0 0.0 0.000
C 0.67027 -4.13251 -0.36991 0.0 0.1 0.0 0.003
H -6.99714 0.11209 -2.10280 0.0 0.0 0.0 -0.001
H 4.62467 -2.13067 2.01162 0.0 0.0 0.0 0.000
N 1.95487 -1.65914 -0.87373 0.0 -0.1 0.1 0.015
H -1.75567 -2.49852 -2.09147 0.0 0.0 0.0 0.001
H 1.69955 3.30708 3.57844 0.0 0.0 0.0 0.001
H 4.00297 1.48942 -1.84607 0.0 0.0 0.0 0.018
C -3.46373 -0.19653 -0.43980 0.0 -0.1 0.1 0.040
C -0.00262 -5.31361 -0.11114 0.0 0.0 0.0 0.001
H 0.78972 7.10367 0.90139 0.0 0.0 0.0 0.000
C 3.97953 -1.41471 1.50216 0.0 0.0 0.0 0.000
C 0.32976 6.34279 0.27472 0.0 0.0 0.0 0.000
```
Forces are in eV/Å.

Results
Net charge: +1
2S+1: 5
Kohn-Sham gap (spin up / spin down): 0.2823 / 0.2306 Ha
DFT total energy: -189913.57944 eV
F_max: 0.004 Eh/bohr
Energy above the lowest of the compared OMol25 structures with the same formula, charge and spin: 2.1 kcal/mol
⟨S²⟩: 6.018
HOMO (spin up / spin down): -0.3804 / -0.3922 Eh

=====

# 5
This record from the Open Molecules 2025 dataset describes C5H11NO as an isolated structure. The level of theory is ωB97M-V/def2-TZVPD.

```
18
Properties=species:S:1:pos:R:3:forces:R:3:lowdin_charge:R:1
C -0.73133 0.80382 1.15025 0.0 0.2 0.2 -0.058
H -1.60102 -2.20760 0.70412 0.0 0.1 -0.1 0.122
O -2.96403 -0.88005 0.03509 -0.1 0.2 -0.2 -0.066
H 0.83885 1.01566 -1.86884 0.0 0.0 0.2 0.089
H 0.84733 -0.54984 0.22706 -0.1 0.0 0.0 0.066
H 2.57509 -0.42324 -0.92149 -0.1 0.0 0.1 0.011
C -1.64428 -1.39908 -0.03114 0.3 -0.2 0.0 -0.225
H -3.02107 -0.17898 -0.62726 -0.1 -0.1 0.1 0.086
H -1.44608 -1.84204 -1.01886 0.0 0.1 0.1 0.118
H 0.95272 2.35449 -0.57351 0.0 -0.1 0.0 0.095
N -0.46738 0.87154 -0.27366 0.2 0.0 -0.1 -0.144
H 2.66517 0.62519 0.51140 -0.1 -0.1 -0.1 0.008
H 0.10235 1.06129 1.80924 -0.1 -0.1 -0.1 0.112
H -1.71093 1.17390 1.44711 0.1 -0.1 0.0 0.107
C 2.16901 -0.24695 0.07840 0.3 0.0 0.0 -0.109
H 2.45493 -1.10848 0.69769 -0.1 0.1 -0.1 0.019
C 0.60354 1.36867 -0.86972 -0.2 0.0 0.0 0.023
C -0.57261 -0.40670 0.29132 -0.2 -0.1 -0.1 -0.254
```
Forces are in eV/Å.

Results
Kohn-Sham gap: 0.2969 Ha
DFT total energy: -8895.41248 eV
F_max: 0.007 Eh/bohr
Energy above the lowest of the compared OMol25 structures with the same formula, charge and spin: 144.9 kcal/mol
HOMO: -0.2810 Eh

=====

# 6
This record from the Open Molecules 2025 dataset describes a 2-piece molecular cluster, C4H6O2 overall. The level of theory is ωB97M-V/def2-TZVPD.

```
12
Properties=species:S:1:pos:R:3:forces:R:3:lowdin_charge:R:1
H 0.74730 -1.19631 -0.35303 0.1 0.2 0.0 0.098
O 0.68020 2.01425 -0.02236 0.2 -0.9 -0.3 0.154
H -2.02035 1.05360 -0.46469 0.0 -0.2 0.1 0.061
C -1.43887 -0.26657 1.07764 -0.1 0.0 -0.1 -0.088
C 1.37960 -0.33117 -0.49866 -0.3 0.1 0.0 -0.197
C -1.83308 0.02720 -0.15799 0.0 0.0 0.2 -0.086
H 3.29487 -0.16075 -0.46937 0.0 -0.2 -0.1 0.097
H -1.96258 -0.73911 -0.91870 0.0 0.1 0.1 0.061
H -1.29172 0.50764 1.82727 -0.1 -0.1 -0.1 0.062
C 0.94068 0.89752 -0.26505 -0.1 0.7 0.2 -0.192
H -1.23074 -1.28878 1.38549 -0.1 0.1 0.0 0.058
O 2.63043 -0.50742 -1.07654 0.2 0.1 0.0 -0.026
```
Forces are in eV/Å.

Results
SMILES: O=C=CO.C=C
Kohn-Sham gap: 0.3374 Ha
DFT total energy: -8337.41944 eV
F_max: 0.019 Eh/bohr
Energy above the lowest of the compared OMol25 structures with the same formula, charge and spin: 70.1 kcal/mol
HOMO: -0.3198 Eh